Molecular formula: C39H78F5O30P3S3
Method: DFT, wB97M-V/def2-TZVPD

As for the HOMO energy: -9.63 eV. As for the total energy: -177096.54082 eV. Its total charge is 0. The calculation puts the molar mass at 1311.14 g/mol. For the max |F|, the calculation gives 8.580 eV/A. The gap between HOMO and LUMO is 9.7568 eV. As for the LUMO energy: 0.123 eV.

Geometry (Å):
C1 7.324 2.950 4.552
C2 6.621 4.135 3.917
O1 5.254 4.016 3.863
P1 4.455 4.685 2.662
O2 4.530 6.204 2.750
O3 2.959 4.038 2.638
C3 2.015 4.395 3.578
C4 0.970 5.255 2.920
O4 5.047 3.981 1.387
C5 4.820 4.465 0.079
C6 3.311 4.580 -0.175
H1 8.401 3.042 4.692
H2 6.957 2.693 5.546
H3 7.137 2.083 3.919
H4 6.758 5.033 4.519
H5 6.984 4.174 2.890
H6 1.550 3.472 3.926
H7 2.437 4.875 4.461
H8 0.248 5.515 3.694
H9 1.416 6.179 2.552
H10 0.500 4.750 2.076
H11 5.290 5.428 -0.120
H12 5.333 3.800 -0.615
H13 3.102 4.716 -1.236
H14 2.760 3.722 0.209
H15 2.992 5.494 0.326
C7 -5.464 1.721 3.122
C8 -4.696 1.819 1.783
O5 -4.271 3.149 1.583
P2 -3.287 3.621 0.432
O6 -3.924 3.871 -0.890
O7 -2.482 4.915 1.091
C9 -2.334 6.246 0.474
C10 -3.059 7.278 1.323
O8 -2.191 2.410 0.331
C11 -1.177 2.469 -0.745
C12 0.056 3.293 -0.447
H16 -4.745 1.654 3.938
H17 -6.187 2.534 3.198
H18 -6.069 0.816 3.171
H19 -3.823 1.170 1.853
H20 -5.359 1.564 0.956
H21 -1.285 6.529 0.562
H22 -2.611 6.231 -0.580
H23 -4.127 7.081 1.227
H24 -2.761 7.089 2.354
H25 -2.820 8.302 1.037
H26 -0.858 1.439 -0.908
H27 -1.695 2.880 -1.611
H28 0.600 2.792 0.353
H29 0.605 3.458 -1.374
H30 -0.331 4.278 -0.183
C13 -2.241 -9.241 -1.379
C14 -3.663 -9.798 -0.872
O9 -4.657 -8.777 -0.800
P3 -4.973 -8.080 0.665
O10 -6.295 -7.390 0.684
O11 -4.942 -9.371 1.626
C15 -5.187 -9.218 3.004
C16 -4.035 -8.408 3.641
O12 -3.543 -7.248 0.988
C17 -3.271 -6.136 0.198
C18 -2.487 -5.171 1.100
H31 -1.409 -9.945 -1.356
H32 -2.298 -8.829 -2.386
H33 -1.889 -8.449 -0.718
H34 -4.032 -10.627 -1.476
H35 -3.512 -10.277 0.095
H36 -6.069 -8.617 3.228
H37 -5.276 -10.166 3.534
H38 -4.148 -7.359 3.366
H39 -4.091 -8.426 4.730
H40 -3.015 -8.679 3.366
H41 -2.658 -6.372 -0.672
H42 -4.146 -5.538 -0.055
H43 -1.628 -5.654 1.566
H44 -2.119 -4.257 0.634
H45 -3.112 -4.748 1.887
C19 3.713 5.249 -4.191
S1 2.461 3.862 -4.353
O13 2.467 3.491 -5.812
C20 3.464 2.612 -3.440
H46 3.321 6.230 -4.459
H47 4.604 5.051 -4.787
H48 4.110 5.279 -3.176
H49 2.821 1.899 -2.922
H50 3.946 3.121 -2.605
H51 4.289 2.159 -3.990
C21 -0.292 1.637 -6.270
S2 -1.390 0.790 -4.998
O14 -1.832 1.821 -3.975
C22 0.055 0.134 -4.155
H52 0.335 2.411 -5.828
H53 -0.929 2.165 -6.981
H54 0.357 0.951 -6.814
H55 0.614 -0.572 -4.769
H56 -0.229 -0.259 -3.179
H57 0.658 1.008 -3.911
C23 -0.319 1.081 4.243
S3 -2.021 0.449 4.236
O15 -2.001 -0.943 3.689
C24 -2.159 0.480 6.062
H58 0.448 0.386 4.585
H59 -0.154 2.028 4.756
H60 -0.077 1.111 3.180
H61 -1.380 -0.048 6.612
H62 -3.119 0.250 6.524
H63 -2.031 1.495 6.436
C25 -4.311 0.578 -1.856
C26 -5.535 -0.098 -1.243
O16 -5.092 -1.088 -0.459
C27 -3.686 -1.141 -0.470
O17 -2.982 -1.781 0.264
O18 -3.240 -0.236 -1.313
F1 -6.347 -0.524 -2.220
H64 -4.194 1.627 -1.583
H65 -4.179 0.500 -2.935
H66 -6.253 0.503 -0.683
C28 4.480 -1.250 -2.514
C29 3.804 -2.458 -3.174
O19 4.779 -2.898 -4.031
C30 5.758 -1.950 -4.181
O20 6.702 -1.976 -4.971
O21 5.493 -0.934 -3.429
F2 2.783 -1.965 -3.907
H67 4.906 -1.552 -1.558
H68 3.812 -0.410 -2.326
H69 3.356 -3.212 -2.526
C31 -0.008 -1.455 -0.271
C32 0.190 -1.115 1.244
O22 1.040 0.005 1.217
C33 1.704 0.024 0.058
O23 2.549 0.891 -0.209
O24 1.203 -0.896 -0.787
F3 0.822 -2.119 1.919
H70 -0.853 -0.866 -0.627
H71 -0.210 -2.490 -0.545
H72 -0.774 -0.887 1.697
C34 -3.185 -2.646 -4.358
C35 -1.704 -3.140 -4.303
O25 -2.028 -4.537 -3.995
C36 -3.210 -4.690 -3.528
O26 -3.667 -5.782 -3.108
O27 -3.861 -3.644 -3.572
F4 -1.012 -2.648 -3.270
H73 -3.570 -2.639 -5.378
H74 -3.250 -1.593 -4.082
H75 -1.126 -3.049 -5.222
C37 6.875 0.820 1.116
C38 5.475 0.792 0.524
O28 5.152 -0.564 0.832
C39 5.847 -1.012 1.860
O29 5.624 -1.999 2.460
O30 6.835 -0.140 2.125
F5 5.582 1.011 -0.788
H76 7.249 1.781 1.468
H77 7.564 0.487 0.340
H78 4.782 1.528 0.932

Results of the Löwdin charge analysis, in e, for atoms 1 through 99: -0.052, -0.310, -0.163, 0.479, -0.249, -0.185, -0.306, -0.055, -0.190, -0.243, -0.063, 0.084, 0.081, 0.059, 0.130, 0.110, 0.102, 0.125, 0.085, 0.082, 0.060, 0.125, 0.107, 0.053, 0.061, 0.081, -0.044, -0.256, -0.167, 0.493, -0.250, -0.217, -0.253, -0.071, -0.205, -0.224, -0.054, 0.047, 0.081, 0.080, 0.097, 0.102, 0.103, 0.115, 0.079, 0.078, 0.081, 0.100, 0.098, 0.070, 0.081, 0.064, -0.045, -0.241, -0.182, 0.559, -0.235, -0.194, -0.261, -0.084, -0.217, -0.308, -0.064, 0.063, 0.068, 0.046, 0.111, 0.095, 0.114, 0.117, 0.062, 0.074, 0.079, 0.099, 0.122, 0.077, 0.047, 0.080, -0.231, 0.840, -0.571, -0.241, 0.050, 0.058, 0.019, 0.025, 0.013, 0.072, -0.224, 0.848, -0.562, -0.275, 0.015, 0.046, 0.060, 0.056, 0.032, 0.041, -0.255

Molecular formula: C18H30CuO14
Method: DFT, wB97M-V/def2-TZVPD

As for the HOMO energy (spin up / spin down): -6.05 / -5.26 eV. The multiplicity is 2. As for the total energy: -92451.17741 eV. Its total charge is 0. The calculation puts the molar mass at 533.97 g/mol. For the max |F|, the calculation gives 5.115 eV/A. The gap between HOMO and LUMO (spin up / spin down) is 6.2912 / 5.4996 eV. As for the LUMO energy (spin up / spin down): 0.241 / 0.240 eV.

Geometry (Å):
Cu1 -18.030 -12.960 1.136
C1 -20.272 -13.747 3.678
O1 -19.065 -13.506 3.014
H1 -20.619 -13.000 4.391
H2 -21.067 -13.974 2.968
H3 -20.159 -14.681 4.229
C2 -15.378 -11.570 2.530
O2 -16.404 -12.495 2.555
H4 -14.431 -12.092 2.388
H5 -15.603 -10.871 1.724
H6 -15.319 -10.918 3.401
C3 -20.805 -6.775 0.478
C4 -21.095 -8.305 0.436
C5 -21.047 -8.825 -0.954
O3 -20.013 -9.832 -0.880
C6 -19.490 -9.931 0.333
O4 -18.731 -10.803 0.716
O5 -20.011 -8.923 1.103
H7 -20.860 -6.213 -0.454
H8 -19.818 -6.630 0.918
H9 -21.465 -6.159 1.089
H10 -22.076 -8.520 0.860
H11 -20.869 -8.025 -1.673
H12 -21.980 -9.347 -1.168
C7 -17.316 -17.762 -3.125
C8 -18.327 -17.332 -2.067
C9 -18.388 -18.171 -0.856
O6 -18.415 -17.344 0.219
C10 -17.983 -16.136 -0.169
O7 -17.695 -15.182 0.551
O8 -17.926 -16.167 -1.450
H13 -17.679 -18.665 -3.616
H14 -16.487 -18.108 -2.507
H15 -16.926 -17.049 -3.851
H16 -19.341 -17.190 -2.439
H17 -17.549 -18.865 -0.806
H18 -19.345 -18.685 -0.943
C11 -14.232 -11.338 -4.272
C12 -15.303 -10.707 -3.371
C13 -16.744 -10.571 -3.783
O9 -17.499 -11.244 -2.806
C14 -16.660 -11.801 -1.951
O10 -17.000 -12.389 -0.922
O11 -15.435 -11.510 -2.250
H19 -14.256 -10.842 -5.242
H20 -14.437 -12.397 -4.431
H21 -13.204 -11.261 -3.919
H22 -15.016 -9.686 -3.118
H23 -16.994 -10.935 -4.780
H24 -17.009 -9.516 -3.843
C15 -24.002 -11.627 -0.672
C16 -23.439 -12.976 -0.245
C17 -23.227 -13.834 -1.455
O12 -21.825 -14.142 -1.360
C18 -21.176 -13.280 -0.549
O13 -19.975 -13.239 -0.356
O14 -22.030 -12.689 0.173
H25 -23.799 -11.376 -1.713
H26 -23.554 -10.793 -0.132
H27 -25.085 -11.528 -0.594
H28 -24.091 -13.333 0.552
H29 -23.377 -13.343 -2.416
H30 -23.912 -14.683 -1.469

In the Löwdin picture, each atom carries the following charge in e: 0.546, -0.313, -0.334, 0.047, 0.034, 0.051, -0.277, -0.261, 0.060, 0.057, 0.056, -0.012, -0.313, -0.077, 0.084, -0.480, 0.139, 0.092, 0.073, 0.091, 0.074, 0.150, 0.129, 0.116, 0.004, -0.342, -0.165, 0.124, -0.514, 0.140, 0.129, 0.089, 0.084, 0.089, 0.158, 0.143, 0.145, -0.004, -0.318, -0.101, 0.113, -0.532, 0.126, 0.131, 0.082, 0.090, 0.086, 0.153, 0.135, 0.133, -0.033, -0.215, -0.092, 0.076, -0.580, 0.142, 0.127, 0.080, 0.074, 0.088, 0.160, 0.127, 0.137